[1]
{"formula": "H24O12", "method": "ωB97M-V/def2-TZVPD", "relative_energy_ev": 1.461, "smiles": "O.O.O.O.O.O.O.O.O.O.O.O", "e_lumo_ev": -0.5, "homo_lumo_gap_ha": 0.341, "symbols": ["O", "O", "O", "O", "O", "O", "O", "O", "O", "O", "O", "O", "H", "H", "H", "H", "H", "H", "H", "H", "H", "H", "H", "H", "H", "H", "H", "H", "H", "H", "H", "H", "H", "H", "H", "H"], "coordinates": [[-0.585, -0.250, 0.197], [1.036, 0.720, 3.752], [0.627, 1.897, -2.125], [1.386, -1.960, 2.754], [1.282, -0.810, -2.785], [-2.174, -1.305, 1.999], [2.468, 1.869, 1.165], [-1.726, 3.027, -1.544], [-0.022, 2.811, 1.631], [1.685, -2.366, -0.239], [-3.177, 0.842, -1.867], [-0.993, -2.970, -1.521], [-1.721, -2.365, -1.663], [-3.246, -0.081, -1.622], [0.871, 0.998, -2.343], [0.165, 0.136, 0.651], [1.899, 1.132, 3.804], [1.991, -1.407, -3.025], [-2.228, 2.214, -1.610], [-4.061, 1.084, -2.142], [1.461, 2.338, -1.958], [2.658, 1.922, 0.229], [-0.838, 2.782, -1.803], [0.858, -2.167, -0.678], [-0.579, 0.160, -0.668], [1.188, -0.095, 3.273], [1.545, -2.104, 1.821], [1.803, -3.308, -0.364], [-1.842, -2.195, 2.118], [0.485, -1.259, -3.067], [1.646, -2.782, 3.170], [-0.127, 2.230, 2.385], [1.618, 2.297, 1.262], [-1.039, -3.578, -2.258], [-0.713, 3.464, 1.734], [-1.598, -0.920, 1.338]], "forces_ev_per_angstrom": [[0.19, -0.33, -0.46], [-0.44, 0.63, 0.15], [0.24, 0.13, 0.07], [-0.11, 0.10, 0.26], [-0.18, 0.24, -0.06], [-0.74, -0.35, 0.53], [0.69, -0.52, -0.06], [-0.31, 0.97, 0.21], [-0.05, 0.07, -0.08], [0.57, -0.03, 0.39], [-0.16, -0.60, -0.25], [0.33, 0.11, -0.06], [-0.25, 0.16, 0.18], [-0.04, -0.16, 0.31], [0.26, -0.57, -0.31], [0.36, 0.32, 0.24], [0.24, 0.14, -0.08], [0.33, -0.05, 0.10], [-0.02, -0.11, 0.10], [-0.26, 0.21, -0.11], [0.14, 0.22, 0.04], [0.14, -0.03, -0.12], [0.20, -0.08, -0.04], [-0.55, 0.18, -0.10], [-0.06, 0.46, -0.14], [0.07, -0.67, -0.09], [0.07, 0.01, -0.80], [0.03, -0.27, 0.00], [0.09, -0.16, 0.14], [-0.29, -0.15, -0.07], [0.03, -0.07, 0.26], [0.08, -0.50, 0.57], [-0.62, 0.50, 0.10], [-0.05, -0.30, -0.18], [-0.14, 0.21, -0.28], [0.20, 0.28, -0.35]], "lowdin_charge": [-0.02, -0.05, -0.03, -0.04, -0.03, -0.07, -0.05, -0.08, -0.04, -0.05, -0.02, -0.03, 0.04, 0.05, 0.00, 0.05, 0.04, 0.06, -0.05, 0.07, 0.06, 0.02, -0.04, -0.02, 0.04, -0.02, 0.00, 0.05, 0.02, 0.04, 0.05, 0.03, -0.04, 0.05, 0.06, -0.05]}


[2]
{"formula": "C3H4OS", "method": "ωB97M-V/def2-TZVPD", "relative_energy_ev": 3.246, "e_lumo_ev": 0.7, "homo_lumo_gap_ha": 0.338, "symbols": ["S", "O", "C", "C", "C", "H", "H", "H", "H"], "coordinates": [[1.394, -1.129, 0.034], [-2.717, -0.597, 0.231], [0.219, -0.045, 0.753], [-1.662, -0.523, -0.252], [1.120, 0.629, -0.233], [0.715, 1.054, -1.211], [-1.302, -0.852, -1.303], [1.910, 1.107, 0.307], [0.322, 0.356, 1.674]], "forces_ev_per_angstrom": [[-0.06, -0.55, -0.27], [-0.06, 0.11, -0.09], [-2.77, -0.91, -5.01], [3.27, 0.27, 0.87], [-0.94, -0.09, -0.75], [0.82, -0.79, 1.39], [-0.26, 0.42, 1.08], [0.31, 1.05, -0.47], [-0.32, 0.49, 3.24]], "lowdin_charge": [0.77, 0.08, -0.51, -0.11, -0.50, 0.10, 0.11, 0.04, 0.02]}


[3]
{"formula": "C45H101N5O8", "method": "ωB97M-V/def2-TZVPD", "relative_energy_ev": 43.292, "e_lumo_ev": 0.4, "homo_lumo_gap_ha": 0.288, "symbols": ["O", "O", "O", "O", "O", "O", "O", "O", "N", "N", "N", "N", "N", "C", "C", "C", "C", "C", "C", "C", "C", "C", "C", "C", "C", "C", "C", "C", "C", "C", "C", "C", "C", "C", "C", "C", "C", "C", "C", "C", "C", "C", "C", "C", "C", "C", "C", "C", "C", "C", "C", "C", "C", "C", "C", "C", "C", "C", "H", "H", "H", "H", "H", "H", "H", "H", "H", "H", "H", "H", "H", "H", "H", "H", "H", "H", "H", "H", "H", "H", "H", "H", "H", "H", "H", "H", "H", "H", "H", "H", "H", "H", "H", "H", "H", "H", "H", "H", "H", "H", "H", "H", "H", "H", "H", "H", "H", "H", "H", "H", "H", "H", "H", "H", "H", "H", "H", "H", "H", "H", "H", "H", "H", "H", "H", "H", "H", "H", "H", "H", "H", "H", "H", "H", "H", "H", "H", "H", "H", "H", "H", "H", "H", "H", "H", "H", "H", "H", "H", "H", "H", "H", "H", "H", "H", "H", "H", "H", "H"], "coordinates": [[2.466, -18.343, -18.287], [7.195, -19.673, -14.339], [7.667, -17.723, -15.611], [10.582, -14.620, -19.315], [5.281, -17.873, -14.798], [6.297, -13.815, -16.022], [5.566, -16.336, -16.188], [8.956, -18.769, -15.297], [7.368, -20.273, -13.140], [6.899, -13.788, -14.769], [9.315, -14.865, -18.654], [10.159, -18.971, -15.958], [3.847, -18.165, -18.379], [8.889, -18.267, -12.229], [8.188, -13.983, -19.043], [6.915, -14.270, -18.250], [6.527, -15.724, -18.189], [9.008, -16.284, -18.357], [8.571, -12.525, -18.597], [6.150, -18.968, -17.739], [6.536, -18.242, -11.936], [8.376, -21.356, -13.267], [3.773, -18.831, -20.794], [11.565, -20.280, -17.627], [8.910, -14.885, -15.774], [11.306, -17.150, -14.708], [6.569, -18.935, -19.137], [5.863, -17.731, -19.761], [11.569, -19.445, -13.876], [12.804, -19.999, -16.737], [7.666, -16.529, -17.567], [9.665, -20.876, -13.778], [7.176, -12.739, -12.687], [7.799, -20.022, -10.749], [8.674, -22.049, -11.847], [8.818, -14.464, -13.300], [4.376, -20.630, -17.948], [10.109, -16.623, -17.341], [4.606, -19.125, -17.579], [8.036, -13.871, -12.081], [7.914, -14.090, -20.616], [3.867, -16.396, -20.167], [8.888, -21.066, -10.721], [5.112, -14.231, -12.956], [10.199, -20.085, -16.894], [9.798, -21.413, -16.279], [7.356, -16.222, -14.208], [5.389, -11.909, -14.160], [11.399, -18.644, -15.126], [7.731, -19.232, -12.084], [7.673, -22.522, -14.155], [12.613, -18.621, -16.060], [7.956, -14.851, -14.540], [4.298, -18.950, -16.012], [6.112, -13.233, -13.674], [4.323, -17.808, -19.750], [9.139, -17.253, -19.517], [9.269, -19.588, -18.013], [7.834, -19.360, -9.884], [9.918, -20.711, -10.709], [12.130, -16.871, -14.051], [7.401, -15.015, -20.879], [6.965, -13.943, -17.211], [9.545, -22.705, -11.871], [2.802, -16.248, -20.347], [8.788, -13.541, -11.365], [10.862, -19.250, -13.070], [4.970, -11.459, -13.260], [9.244, -20.391, -18.750], [7.652, -18.863, -19.236], [6.716, -22.877, -13.773], [8.507, -17.046, -20.382], [11.617, -21.289, -18.036], [11.077, -16.660, -17.841], [6.783, -13.156, -16.524], [8.722, -17.881, -15.578], [10.454, -16.971, -14.052], [12.529, -19.337, -13.372], [7.452, -22.147, -15.154], [8.251, -23.444, -14.215], [7.341, -18.564, -15.933], [7.383, -17.579, -17.644], [8.894, -21.476, -9.712], [11.796, -19.698, -18.519], [6.187, -17.720, -20.802], [3.600, -18.436, -21.795], [3.314, -20.791, -18.133], [9.496, -12.265, -19.112], [6.261, -17.753, -12.870], [10.026, -17.593, -16.851], [10.197, -17.238, -19.776], [12.423, -17.915, -16.869], [6.569, -18.184, -17.108], [8.851, -12.551, -17.544], [7.437, -14.625, -11.571], [4.552, -17.925, -15.745], [8.937, -18.301, -19.294], [10.548, -21.792, -15.586], [9.630, -19.828, -14.078], [7.836, -22.695, -11.583], [4.328, -16.183, -21.131], [9.538, -18.589, -18.357], [7.216, -13.302, -20.899], [12.936, -20.855, -16.075], [10.209, -15.886, -16.544], [7.649, -16.328, -16.496], [4.913, -19.596, -15.385], [11.196, -14.534, -18.582], [3.271, -19.167, -15.716], [8.838, -21.344, -15.767], [2.181, -17.652, -17.685], [2.820, -19.194, -20.411], [11.401, -20.517, -13.979], [4.942, -21.035, -18.788], [9.599, -14.042, -15.825], [6.391, -16.269, -14.712], [5.266, -18.740, -14.392], [8.791, -13.897, -21.235], [4.543, -12.121, -14.814], [6.639, -12.137, -11.954], [5.398, -17.086, -15.617], [4.058, -15.593, -19.455], [8.092, -16.976, -14.486], [7.176, -16.410, -13.149], [5.547, -15.074, -12.419], [4.621, -13.655, -12.172], [13.710, -20.078, -17.338], [11.327, -16.501, -15.583], [9.805, -18.858, -12.220], [6.638, -19.819, -17.264], [4.340, -19.751, -20.936], [6.085, -16.134, -19.097], [6.059, -13.887, -18.806], [9.534, -15.778, -15.784], [4.707, -21.260, -17.122], [9.018, -17.870, -13.236], [5.540, -18.630, -11.725], [8.979, -17.586, -11.382], [8.091, -19.508, -14.641], [9.512, -13.658, -13.536], [5.644, -15.783, -17.552], [8.219, -19.543, -17.724], [4.932, -17.288, -14.126], [6.424, -19.892, -19.637], [7.967, -12.023, -12.912], [7.280, -17.633, -14.740], [13.548, -18.424, -15.534], [7.822, -11.798, -18.912], [6.520, -16.276, -16.231], [6.696, -17.393, -11.271], [4.284, -14.644, -13.533], [6.291, -16.870, -19.249], [8.305, -15.025, -16.670], [9.533, -22.199, -16.986], [10.041, -21.443, -14.629], [10.568, -20.901, -13.167], [6.050, -11.195, -14.651], [6.888, -20.583, -10.542], [9.405, -15.305, -12.933]], "forces_ev_per_angstrom": [[-0.25, -0.50, -0.28], [-2.78, -0.95, 0.01], [-15.63, 2.47, -5.10], [-1.59, -0.53, -0.25], [5.41, 1.31, 15.71], [-1.81, 0.31, 3.97], [-2.62, 2.10, 0.37], [14.52, -8.42, 0.47], [0.43, -0.47, 3.80], [1.61, 0.14, 1.21], [-1.52, 0.36, 0.68], [4.98, -1.62, 1.47], [2.05, 1.18, 0.23], [1.94, -1.88, -0.58], [0.89, 1.06, -1.70], [0.53, -1.32, -2.48], [0.62, 2.91, 0.05], [1.02, -0.09, 1.83], [0.97, -1.14, -1.46], [-1.66, -1.42, 1.92], [-1.47, -0.14, -0.97], [-1.54, -3.21, 1.50], [-0.34, -0.31, 0.38], [1.51, 0.26, 0.72], [-1.83, 0.81, 2.12], [-0.08, -0.23, 0.64], [0.07, 0.26, -1.54], [0.07, -4.09, -1.91], [2.25, -0.25, 0.84], [-0.75, -0.61, -0.28], [-0.35, 1.37, -4.08], [0.10, -0.78, 0.82], [0.33, -0.26, 2.56], [0.23, 0.23, -0.04], [-0.85, 0.13, -0.22], [-0.56, 0.90, 0.81], [-0.55, 0.12, 0.04], [1.33, -0.17, -1.70], [0.30, -2.48, 1.11], [-0.40, -0.59, -1.13], [-0.30, 0.96, 1.20], [-0.80, 0.21, -0.12], [0.61, 0.40, 0.58], [-0.06, 0.96, 0.36], [-0.19, 0.16, -1.45], [-1.12, -0.71, -2.28], [0.52, 4.12, 3.61], [-0.39, -1.40, 0.51], [-0.39, 1.84, -0.39], [-2.66, 0.19, 1.39], [0.18, 1.03, 0.47], [0.24, -2.52, -0.59], [0.24, 1.30, 0.81], [-4.14, -3.08, -7.17], [0.57, 0.56, -1.04], [-0.30, -0.33, -0.08], [0.04, 0.74, -1.76], [-0.15, -2.38, 1.83], [0.42, 0.42, -0.13], [0.08, 0.74, -0.63], [0.39, -0.27, -0.17], [0.34, -0.22, 0.06], [1.38, -1.77, -4.45], [0.04, -0.01, -0.68], [-0.29, -0.70, -0.01], [-0.16, 0.33, 0.04], [0.99, 0.85, -0.80], [0.04, 0.21, 0.00], [0.26, 0.37, -0.77], [-1.25, 0.32, -0.12], [-0.08, 0.53, 0.52], [0.16, 0.57, -0.10], [-0.26, -0.27, 0.33], [0.20, -0.15, -0.37], [-0.55, 1.97, 1.42], [2.71, 1.08, -0.53], [-0.29, 0.19, -0.40], [0.59, 0.45, -0.47], [-0.03, -0.25, 0.06], [0.58, 0.28, -0.12], [-0.01, -0.26, -0.82], [2.04, 1.80, -0.88], [-0.44, -0.82, -0.08], [-1.03, 0.70, -0.03], [-0.22, 0.36, -0.35], [0.09, 0.35, 0.10], [-0.03, -0.20, 0.07], [0.09, 0.23, -0.12], [0.76, -0.37, 0.21], [-0.04, 0.50, -0.46], [0.04, 0.14, -0.62], [0.25, 0.20, 0.20], [-2.37, -0.70, -0.87], [-0.52, 0.24, 0.16], [-0.07, -0.11, -0.02], [-5.01, -3.02, -4.96], [-0.28, 2.23, -1.54], [0.54, -0.59, -2.07], [-0.27, -1.48, 0.41], [-0.26, 0.01, -0.08], [0.23, 0.21, 0.06], [1.13, -2.18, 1.57], [-0.20, 0.19, 0.09], [-0.14, 0.27, 0.79], [1.63, -0.84, -3.36], [1.57, 0.27, -2.45], [-0.19, -1.26, -1.51], [-0.02, 0.13, 0.20], [-0.35, -0.28, -0.45], [0.48, 0.39, -0.28], [0.00, 0.15, 0.05], [-0.24, 0.21, -0.16], [2.29, 1.21, -1.31], [-0.09, 0.44, -0.36], [-0.25, 0.27, 0.08], [1.32, 0.43, 1.07], [0.35, -0.30, 0.35], [0.22, -0.43, 0.22], [0.11, -0.10, -0.13], [-0.22, -0.42, 0.69], [1.27, 2.24, -2.20], [0.64, -0.20, 0.17], [1.31, 4.00, 3.43], [0.33, 1.27, -0.01], [0.49, 0.10, -0.27], [-0.11, 0.13, 0.16], [0.02, 0.47, -0.25], [0.20, -0.18, 0.72], [-0.23, 0.12, 0.94], [-0.71, -0.85, 0.26], [0.56, 0.16, 0.27], [-0.17, 7.43, 1.74], [0.13, 1.07, 0.12], [-2.30, 1.13, 2.81], [-0.24, 0.07, 0.31], [-0.63, 0.57, 0.70], [0.16, -0.90, 0.79], [-0.34, 0.29, -0.38], [0.59, -0.07, -0.56], [0.20, -0.07, -0.45], [0.38, 0.39, -1.46], [0.75, -0.10, 0.60], [0.11, 0.86, 1.08], [-0.68, -0.13, -0.07], [-0.43, 0.22, -1.67], [-1.58, -1.74, -0.54], [-0.27, 0.57, 0.23], [-0.15, -0.04, 0.47], [-1.34, 0.27, -0.12], [0.38, -0.31, 0.35], [0.24, 0.27, -0.68], [0.71, -6.59, -2.35], [1.29, 1.58, 0.94], [0.61, 0.05, -0.80], [-1.13, 0.86, 3.04], [-2.45, -1.30, 2.04], [0.21, -0.26, 0.10], [-0.43, 0.10, -0.62], [0.02, -0.23, -0.38]], "lowdin_charge": [0.00, -0.05, -0.17, 0.00, -0.07, -0.02, -0.07, -0.11, -0.05, -0.07, -0.10, -0.09, -0.09, -0.02, -0.43, -0.13, -0.16, -0.35, -0.02, -0.18, -0.05, -0.37, -0.02, -0.11, -0.01, 0.00, -0.17, -0.12, -0.08, -0.16, -0.11, -0.15, -0.16, -0.14, -0.11, -0.11, -0.03, -0.08, -0.36, -0.16, 0.00, -0.02, -0.21, 0.00, -0.41, -0.03, -0.07, -0.02, -0.40, -0.40, -0.01, -0.11, -0.31, -0.02, -0.44, -0.43, -0.03, -0.03, 0.12, 0.11, 0.10, 0.06, 0.00, 0.12, 0.08, 0.11, 0.05, 0.07, 0.13, 0.06, 0.08, 0.10, 0.12, 0.10, 0.09, -0.11, 0.06, 0.12, 0.05, 0.09, 0.11, 0.07, 0.11, 0.12, 0.14, 0.08, 0.08, 0.07, 0.02, 0.06, 0.11, 0.11, 0.07, 0.07, 0.09, -0.02, 0.01, 0.09, 0.07, 0.11, 0.09, 0.03, 0.07, 0.10, 0.01, 0.07, 0.09, 0.09, 0.11, 0.05, 0.11, 0.07, 0.06, 0.06, 0.12, 0.08, 0.11, 0.07, 0.08, 0.11, -0.16, 0.08, 0.07, 0.07, 0.05, 0.08, 0.11, 0.07, 0.06, 0.12, 0.07, 0.04, 0.14, 0.02, 0.08, 0.06, 0.10, 0.12, -0.03, 0.11, 0.10, 0.06, 0.15, 0.12, 0.12, 0.03, 0.13, 0.09, 0.00, 0.09, 0.08, -0.01, 0.06, 0.11, 0.02, 0.08, 0.09, 0.12, 0.10]}